Computed, not measured: a 5-piece molecular cluster, C43H94ClN6O6 overall at a distorted geometry, with ωB97M-V/def2-TZVPD.

Geometry as XYZ:
```
150
Properties=species:S:1:pos:R:3:mulliken_charge:R:1
H -6.985 2.561 1.543 0.374
C 6.655 -0.287 0.883 -1.302
H 0.237 5.962 -0.689 0.474
H 6.011 -3.478 6.527 0.348
C 4.611 3.453 -6.464 -1.145
H -3.943 -4.466 -1.625 0.492
H 3.738 4.047 -6.737 0.391
H 5.905 2.183 -0.203 0.488
H -7.656 1.268 2.534 0.423
H 0.628 -6.430 3.270 0.339
H 0.555 3.039 -1.391 -0.412
C -5.858 -1.040 -1.787 -0.615
H 4.770 0.313 6.133 0.389
H -3.436 0.333 2.337 0.339
H -8.548 -0.743 2.316 0.305
H -3.439 -0.697 -2.569 0.649
H -5.558 -1.093 -2.830 0.392
H 2.827 -1.697 7.392 0.276
C -1.272 4.662 0.101 -0.592
H 0.431 -2.912 0.363 0.130
H -4.229 -3.162 -2.747 0.327
H -2.438 -0.809 3.178 0.450
C 5.065 -2.950 6.414 -0.578
H 4.669 3.060 -1.811 0.019
H -2.771 5.351 -1.288 0.604
H 3.478 0.975 1.040 -0.007
O 5.401 -1.577 6.329 -0.436
H -6.379 -0.138 -1.533 -0.173
H 7.475 0.413 0.929 0.330
H -0.165 -4.730 -2.529 0.312
N 0.660 -2.575 -0.555 -0.321
H 2.534 0.025 7.153 0.397
C 5.403 0.278 1.561 -0.513
H 3.802 -0.518 8.264 0.302
H 4.931 -0.504 2.139 0.253
C -2.414 0.112 2.616 -1.668
H 4.488 -3.147 7.324 0.332
C -4.655 -2.699 -0.675 0.630
C -0.238 5.039 -0.994 -1.481
H 8.392 5.015 -5.110 0.287
C 3.312 -0.723 7.311 -1.145
C -1.245 -0.151 -1.537 -2.131
O -0.680 3.190 -4.078 -0.486
N -2.158 -1.156 -0.914 1.263
C -4.111 3.223 -1.630 -1.186
H -4.628 1.507 -2.830 0.267
H 7.365 5.119 -6.536 0.273
H 8.929 4.320 -6.649 0.391
H 2.526 -4.384 2.002 0.311
C -0.237 -2.930 -1.604 0.612
H -1.617 0.858 0.833 -1.419
C 1.920 4.026 -0.041 -0.662
O 6.348 3.252 -4.732 -0.357
H 1.965 -9.256 1.143 0.392
C -1.729 -2.490 -1.528 -1.767
C 4.429 0.861 0.534 -0.117
H 3.825 -0.840 5.210 0.077
H -1.615 2.011 -1.122 -0.776
C 5.242 4.001 -5.194 0.031
C -2.163 -1.257 0.589 -1.576
C -2.749 4.914 -0.300 -1.485
H -3.394 3.570 -2.357 0.531
H -3.542 0.941 -0.084 0.281
C 4.338 -3.480 5.191 -0.795
H 0.972 -1.735 -2.707 0.301
H -3.099 5.666 0.388 0.322
N -2.069 1.438 -3.137 -0.948
H 1.642 4.785 0.677 0.700
H -6.560 -1.842 -1.633 0.502
H 3.949 4.595 0.241 0.462
C -3.488 -0.706 -1.480 -2.143
C -3.420 0.786 -1.142 0.887
H -3.182 2.944 0.358 -0.154
H 5.302 3.470 -7.306 0.301
H -9.478 -1.739 1.215 0.353
C -10.551 -0.026 1.919 -1.093
C 2.095 -5.386 2.041 0.111
H 3.377 -2.982 5.039 0.216
H -2.126 -2.501 -2.531 0.733
H 3.279 2.142 -1.333 0.218
C 7.448 3.144 -5.621 -0.349
H 4.936 -3.319 4.293 0.276
H -2.256 -3.271 -1.012 0.550
C -9.264 -0.706 1.488 -0.304
H -5.590 -4.032 -2.069 0.386
H -7.848 1.496 -0.518 0.326
C -3.709 3.689 -0.219 0.093
H 4.145 -4.548 5.297 0.420
H 1.596 -5.550 1.076 -0.072
H 4.508 3.968 -4.387 0.038
C 2.140 -8.186 1.037 -1.009
H -5.386 1.591 -1.286 -0.063
H 8.188 2.540 -5.098 0.309
C 8.067 4.478 -6.002 -1.031
C 1.097 -5.450 3.186 -0.960
H 5.519 5.053 -5.322 0.261
H -10.389 1.013 2.211 0.272
H 4.324 0.211 -0.325 0.378
C -2.030 1.197 -1.683 2.161
H -3.164 -1.407 0.952 0.485
H -1.644 -2.160 0.845 1.021
H -10.981 -0.546 2.775 0.399
H 1.861 3.048 0.421 0.136
H -5.033 3.734 -1.863 0.637
H -4.561 4.017 0.358 0.567
C -4.437 1.731 -1.791 -1.233
O -8.662 -0.125 0.341 -0.422
C -7.267 1.507 1.545 -0.930
H 4.296 2.418 -6.316 0.303
N 0.439 -2.582 -2.876 -0.638
H -1.086 3.637 0.415 0.197
H 1.170 -7.705 0.891 0.229
C 4.878 2.254 0.122 -1.126
Cl 0.104 -0.327 1.889 -0.014
H -0.748 5.283 -1.914 0.590
H 7.161 2.581 -6.516 0.302
H -2.031 0.914 3.223 0.456
H 3.388 4.895 -1.367 0.461
H -11.276 -0.031 1.105 0.294
C 4.002 2.871 -0.982 -0.035
H 3.818 -8.164 2.366 0.345
C 4.321 -0.679 6.176 -0.072
H 4.853 2.872 1.007 0.443
H -9.168 1.868 0.572 0.398
C 3.347 4.183 -0.555 -1.289
N -0.336 -4.403 -1.592 -0.595
H -1.141 -0.458 -2.552 1.083
O 3.182 -6.271 2.182 -0.442
H 1.026 -1.640 -0.568 0.077
C -1.333 2.320 -3.573 0.671
C 0.892 4.054 -1.206 0.172
H 6.473 -0.564 -0.146 0.312
H -0.243 -2.296 -3.571 0.326
H -0.337 0.075 -1.002 0.270
H 2.294 -7.860 3.171 0.300
H 2.733 -8.015 0.138 0.278
C -8.284 1.234 0.449 -0.464
H 5.679 1.094 2.210 0.359
H 0.433 -4.737 -1.032 0.197
O -4.659 -3.145 0.443 -0.548
H -6.368 0.903 1.389 0.099
C -4.605 -3.649 -1.858 -1.338
H 1.597 -5.241 4.133 0.210
C -1.585 -0.084 1.359 2.271
N -4.680 -1.260 -0.903 0.659
H 0.304 -4.713 3.041 0.309
C 2.864 -7.650 2.260 -0.309
H 6.981 -1.178 1.401 0.401
H 1.429 4.339 -2.101 0.538
H -1.047 5.272 0.960 0.873
```

The total energy is -2934.593721 a.u. The maximum force is 3.97 eV/Å. For the HOMO energy, the calculation gives -0.403 Ha. The charge is +1. As for the spin multiplicity: 1. The energy relative to the best compared isomer or geometry (same formula, charge and spin) is 0.0 kJ/mol. As for the gap between HOMO and LUMO: 8.750 eV.